ORCA calculation (the ωB97M-V functional and the def2-TZVPD basis) on 21 unconnected molecules or ions with the total composition C66H75N21O12.

Last column: Löwdin charge in e.
Atoms and positions in Å:
C -5.079 -2.399 -2.310  -0.082
C -6.408 -2.444 -2.906  -0.280
N -7.383 -2.381 -3.533  0.117
H -4.247 -2.202 -2.986  0.051
H -4.790 -3.321 -1.807  0.066
H -5.176 -1.517 -1.677  0.060
C -2.530 6.835 1.359  -0.057
C -2.745 8.188 0.815  -0.313
N -2.776 9.231 0.429  0.130
H -3.427 6.723 1.968  0.065
H -1.586 6.718 1.893  0.084
H -2.524 6.157 0.506  0.067
C -5.992 -4.301 3.840  -0.061
C -4.975 -3.244 4.061  -0.286
N -4.136 -2.432 4.264  0.114
H -5.989 -4.852 4.780  0.080
H -5.562 -4.905 3.041  0.076
H -6.915 -3.727 3.759  0.081
C 5.225 -2.022 -2.945  -0.027
C 4.210 -1.196 -3.652  -0.253
N 3.448 -0.543 -4.174  0.163
H 5.253 -3.066 -3.255  0.063
H 5.200 -2.022 -1.855  0.077
H 6.182 -1.663 -3.325  0.089
C -1.024 -3.155 1.044  -0.064
C -2.492 -3.454 0.865  -0.226
N -3.653 -3.631 0.816  0.124
H -0.600 -4.125 0.786  0.070
H -0.605 -2.943 2.028  0.077
H -0.649 -2.540 0.226  0.057
C -1.859 3.327 -7.425  -0.057
C -3.208 3.890 -7.140  -0.282
N -4.191 4.418 -6.928  0.126
H -1.880 2.279 -7.128  0.069
H -1.007 3.901 -7.059  0.071
H -1.819 3.335 -8.514  0.078
C -1.121 -1.479 -5.244  -0.046
C -1.380 -2.273 -3.963  -0.252
N -1.567 -2.853 -2.983  0.130
H -0.141 -1.125 -4.922  0.045
H -1.878 -0.713 -5.409  0.071
H -0.995 -2.059 -6.158  0.069
C 0.806 4.051 -0.099  -0.041
C 1.478 4.107 -1.452  -0.222
N 1.941 4.066 -2.503  0.149
H 1.493 3.707 0.674  0.042
H -0.072 3.423 0.047  0.065
H 0.516 5.096 0.017  0.072
C 6.287 1.423 1.743  -0.040
C 5.078 1.575 0.867  -0.259
N 4.129 1.640 0.170  0.130
H 7.157 1.802 1.206  0.082
H 6.314 0.333 1.738  0.055
H 6.051 1.882 2.703  0.072
C -3.771 1.388 5.155  -0.038
C -3.724 0.960 6.606  -0.255
N -3.678 0.653 7.691  0.153
H -4.560 0.915 4.571  0.069
H -2.752 1.171 4.835  0.042
H -3.931 2.464 5.083  0.075
C 3.548 0.081 -7.659  -0.069
C 2.461 -0.869 -7.733  -0.280
N 1.570 -1.639 -7.777  0.140
H 4.445 -0.483 -7.404  0.079
H 3.326 0.854 -6.924  0.066
H 3.567 0.623 -8.605  0.090
C 2.685 -2.542 0.387  -0.048
C 3.763 -2.044 1.224  -0.261
N 4.612 -1.751 1.974  0.163
H 1.853 -2.506 1.090  0.071
H 2.883 -3.612 0.312  0.093
H 2.588 -1.958 -0.528  0.071
C -6.634 0.534 -6.210  -0.065
C -5.641 0.722 -5.136  -0.258
N -4.808 0.859 -4.328  0.115
H -6.180 0.455 -7.198  0.078
H -7.347 1.315 -6.477  0.088
H -7.029 -0.456 -5.982  0.071
C 2.338 3.745 -5.608  -0.128
C 2.267 5.203 -5.609  -0.278
N 2.440 6.390 -5.482  0.121
H 2.491 3.460 -6.649  0.064
H 1.364 3.317 -5.370  0.057
H 3.034 3.316 -4.888  0.069
C -1.886 6.827 -3.670  -0.066
C -0.974 7.422 -2.658  -0.276
N -0.242 7.997 -1.954  0.128
H -2.732 6.181 -3.436  0.078
H -1.197 6.444 -4.423  0.067
H -2.371 7.729 -4.042  0.080
C -0.238 0.551 -2.530  -0.090
C -1.453 0.915 -1.974  -0.049
C -1.590 0.930 -0.588  0.022
C -0.476 0.594 0.257  -0.138
C 0.721 0.238 -0.376  -0.023
C 0.849 0.260 -1.758  -0.065
N -0.585 0.515 1.698  -0.331
O 0.248 -0.204 2.214  0.036
O -1.277 1.220 2.403  0.094
H -0.073 0.591 -3.597  0.093
H -2.256 1.365 -2.539  0.101
H -2.526 1.232 -0.140  0.094
H 1.640 -0.005 0.136  0.083
H 1.812 0.023 -2.187  0.081
C 4.159 0.731 4.776  -0.055
C 3.253 0.817 3.717  -0.074
C 2.732 2.060 3.294  -0.016
C 3.075 3.200 3.999  -0.097
C 4.030 3.059 5.086  -0.011
C 4.489 1.871 5.497  -0.085
N 2.488 4.546 3.774  -0.337
O 1.742 4.733 2.810  0.044
O 2.828 5.493 4.438  0.088
H 4.377 -0.316 4.930  0.091
H 2.949 -0.059 3.163  0.074
H 2.141 2.076 2.390  0.093
H 4.387 3.954 5.574  0.115
H 5.225 1.713 6.271  0.115
C 4.312 -6.883 3.738  -0.092
C 5.327 -6.141 4.294  -0.074
C 4.997 -4.982 4.990  0.002
C 3.731 -4.382 4.808  -0.119
C 2.716 -5.106 4.202  0.001
C 3.043 -6.356 3.594  -0.061
N 3.374 -3.076 5.485  -0.317
O 4.202 -2.680 6.248  0.090
O 2.253 -2.561 5.249  0.035
H 4.509 -7.841 3.280  0.107
H 6.298 -6.588 4.445  0.109
H 5.762 -4.604 5.652  0.116
H 1.677 -4.815 4.149  0.111
H 2.220 -6.869 3.117  0.101
C 3.208 -3.510 -5.371  -0.113
C 4.326 -3.633 -6.152  -0.064
C 5.209 -4.725 -5.979  0.023
C 4.975 -5.652 -4.928  -0.133
C 3.825 -5.501 -4.177  -0.030
C 3.020 -4.394 -4.326  -0.085
N 5.964 -6.735 -4.615  -0.271
O 7.184 -6.428 -4.759  0.041
O 5.667 -7.971 -4.427  0.040
H 2.485 -2.710 -5.431  0.075
H 4.496 -2.953 -6.974  0.095
H 5.997 -4.868 -6.704  0.117
H 3.531 -6.175 -3.387  0.123
H 2.113 -4.459 -3.742  0.112
C -0.636 1.348 6.929  -0.131
C -0.365 0.647 5.795  -0.063
C -0.363 -0.778 5.963  0.017
C -0.471 -1.402 7.206  -0.108
C -0.767 -0.561 8.247  -0.049
C -0.702 0.794 8.173  -0.103
N -0.374 -2.904 7.359  -0.378
O -0.572 -3.332 8.425  0.121
O -0.074 -3.488 6.357  0.062
H -0.717 2.425 6.910  0.113
H -0.227 1.089 4.819  0.085
H 0.009 -1.257 5.069  0.092
H -0.829 -0.958 9.249  0.121
H -1.005 1.382 9.027  0.116
C -7.850 0.435 1.433  -0.064
C -8.128 1.489 2.284  -0.051
C -7.180 2.542 2.283  0.025
C -6.091 2.517 1.358  -0.104
C -5.863 1.370 0.511  -0.008
C -6.721 0.368 0.611  -0.088
N -5.006 3.484 1.416  -0.317
O -4.009 3.260 0.677  0.017
O -5.002 4.436 2.195  0.068
H -8.526 -0.404 1.356  0.108
H -8.867 1.299 3.048  0.109
H -7.207 3.253 3.096  0.113
H -5.125 1.258 -0.269  0.112
H -6.587 -0.500 -0.018  0.100

Cartesian forces (eV/Å) of the 2 atoms listed first:
C -0.0218 0.2789 0.3626
C -0.7258 -0.1680 -2.0808

Output
- Frontier orbital gap: 7.892 eV
- DFT total energy: -4611.81414 a.u.